# 1
Below is a cluster of 4 separate species, C16H26N4O3S2 in total in a non-equilibrium geometry, with properties calculated with ωB97M-V/def2-TZVPD.

Each atom is followed by the atoms it is bonded to, with distances in Å.
Element x y z (Å)
1 S 2.42075 2.45013 1.41573  C23 1.665
2 S 2.70915 0.43402 -3.29594  O3 1.508, O4 1.511, O5 1.666, C14 1.878
3 O 3.31157 1.65827 -3.93805  S2 1.508
4 O 3.11421 -0.73774 -4.15964  S2 1.511
5 O 1.05840 0.60564 -3.15489  S2 1.666, C11 1.478
6 N 3.01848 -0.34411 0.86363  C21 1.511, C23 1.278
7 N -3.90607 -2.04207 2.43034  C15 1.171
8 N -3.14450 2.98248 3.85813  C25 1.170
9 N 2.37963 6.56831 -1.60836  C24 1.170
10 C -0.25449 -3.07413 -0.31395  C16 1.601, C17 1.593, C20 1.626, H29 1.142
11 C 0.53278 -0.46314 -2.27974  O5 1.478, C22 1.620, H26 1.134, H33 1.131
12 C 0.01080 -0.48356 0.35321  C17 1.591, C22 1.595, H43 1.148, H44 1.146
13 C -2.56883 -0.08073 3.64467  C15 1.495, H28 1.090, H45 1.091, H51 1.089
14 C 3.53656 0.16706 -1.63159  S2 1.878, C21 1.622, H35 1.143, H37 1.138
15 C -3.31840 -1.18084 2.96388  N7 1.171, C13 1.495
16 C -1.80910 -3.16155 -0.68512  C10 1.601, H32 1.150, H36 1.140, H41 1.139
17 C 0.09927 -2.00428 0.81224  C10 1.593, C12 1.591, H34 1.148, H49 1.144
18 C 3.04153 4.76712 -3.45868  C24 1.495, H38 1.090, H46 1.091, H47 1.090
19 C -5.72579 2.37977 3.58253  C25 1.495, H27 1.091, H39 1.091, H48 1.091
20 C 0.12484 -4.52322 0.31768  C10 1.626, H30 1.145, H31 1.147, H50 1.133
21 C 2.54028 -0.52951 -0.55770  N6 1.511, C14 1.622, C22 1.592, H42 1.147
22 C 1.03682 -0.06088 -0.79319  C11 1.620, C12 1.595, C21 1.592, H40 1.148
23 C 2.94424 0.88193 1.21556  S1 1.665, N6 1.278
24 C 2.67068 5.77796 -2.42096  N9 1.170, C18 1.495
25 C -4.27800 2.71808 3.73703  N8 1.170, C19 1.495
26 H 0.98314 -1.44129 -2.63659  C11 1.134
27 H -5.90975 1.36594 3.94080  C19 1.091
28 H -3.06821 0.18745 4.57569  C13 1.090
29 H 0.40945 -2.98040 -1.23858  C10 1.142
30 H 0.32653 -5.23597 -0.55541  C20 1.145
31 H -0.78787 -4.94830 0.86807  C20 1.147
32 H -1.96278 -4.21182 -1.12735  C16 1.150
33 H -0.59394 -0.47477 -2.37278  C11 1.131
34 H -0.65461 -2.16788 1.66249  C17 1.148
35 H 4.41470 -0.55336 -1.75545  C14 1.143
36 H -2.13118 -2.44246 -1.50954  C16 1.140
37 H 3.87927 1.20375 -1.31063  C14 1.138
38 H 4.10179 4.85356 -3.69859  C18 1.090
39 H -6.01085 2.44384 2.53185  C19 1.091
40 H 1.05481 1.08721 -0.80090  C22 1.148
41 H -2.48001 -3.12333 0.23491  C16 1.139
42 H 2.64252 -1.65537 -0.75326  C21 1.147
43 H 0.23311 0.19130 1.25469  C12 1.148
44 H -1.03550 -0.19207 -0.01331  C12 1.146
45 H -1.55179 -0.40723 3.86720  C13 1.091
46 H 2.45687 4.93324 -4.36409  C18 1.091
47 H 2.84233 3.76252 -3.08651  C18 1.090
48 H -6.33267 3.07793 4.16010  C19 1.091
49 H 1.11234 -2.29856 1.25552  C17 1.144
50 H 1.04539 -4.47378 0.97635  C20 1.133
51 H -2.52789 0.79488 2.99847  C13 1.089

molar mass = 386.5 u
LUMO = -0.9 eV
E_HOMO = -10.026 eV
SMILES string = CC(C)CC[C@@H]1COS(=O)(=O)C[C@H]1N=C=S.CC#N.CC#N.CC#N
strongest force on any atom = 6.45 eV/A

***

# 2
Below is a cluster of 3 separate species, C36H73N11O9P3S3 in total in a non-equilibrium geometry, with properties calculated with ωB97M-V/def2-TZVPD.

Each atom is followed by the atoms it is bonded to, with distances in Å.
Element x y z (Å)
1 S 3.42433 2.09805 5.32452  O11 1.433, O13 1.434, N18 1.680, C33 1.784
2 S 9.09329 -1.48828 4.52248  C52 1.617
3 S 6.84777 -3.11855 3.50043  C52 1.802, C59 1.814
4 P -2.26071 -4.53367 -1.14301  O9 1.508, N17 1.717, N23 1.777, N24 1.745
5 P 0.64637 1.32998 2.91275  O12 1.611, O14 1.463, O15 1.588, C62 1.881
6 P -7.67271 -3.62302 -5.78883  O8 1.509, N20 1.780, N22 1.749, N25 1.709
7 O 5.32205 6.69476 3.55452  C39 1.409, H102 0.963
8 O -6.32932 -4.03273 -5.23719  P6 1.509
9 O -2.86215 -4.12959 0.18002  P4 1.508
10 O 2.38114 -1.62344 0.46093  C27 1.191
11 O 4.45342 1.99507 6.31626  S1 1.433
12 O -0.46459 1.28538 1.74717  P5 1.611, H81 0.968
13 O 2.36491 1.17125 5.59764  S1 1.434
14 O 0.41368 2.51530 3.73865  P5 1.463
15 O 0.48545 0.00696 3.77584  P5 1.588, H66 0.969
16 N 2.56521 2.91904 2.01839  C48 1.503, C49 1.504, C62 1.484, H107 1.026
17 N -0.65767 -3.97567 -0.88319  P4 1.717, C30 1.441, C34 1.456
18 N 4.15803 1.79290 3.84414  S1 1.680, C35 1.464, C55 1.468
19 N 3.42944 6.72494 1.48326  C40 1.470, C41 1.468, H94 1.013
20 N -9.34248 -3.00564 -5.80470  P6 1.780, C53 1.450, C56 1.476
21 N 6.92386 -1.99436 5.97306  C31 1.377, C50 1.399, C52 1.389
22 N -7.10710 -2.25675 -6.72378  P6 1.749, C28 1.460, C32 1.457
23 N -1.84185 -5.55549 -2.53457  P4 1.777, C38 1.477, C61 1.452
24 N -3.20665 -3.46888 -2.15062  P4 1.745, C37 1.452, C46 1.463
25 N -8.01248 -4.99845 -6.74470  P6 1.709, C47 1.444, C57 1.456
26 N 6.40177 -1.29070 7.99877  C31 1.298, C44 1.377
27 C 1.73235 -0.68573 0.80421  O10 1.191, C43 1.527, H105 1.108
28 C -6.25783 -1.37291 -5.93083  N22 1.460, H72 1.096, H115 1.093, H118 1.094
29 C 1.57268 5.15185 1.46669  C41 1.548, C49 1.543, H70 1.091, H82 1.092
30 C 0.22234 -3.33210 -1.82593  N17 1.441, H88 1.092, H122 1.088, H123 1.101
31 C 7.27968 -1.20836 7.04590  N21 1.377, N26 1.298, H99 1.076
32 C -6.50233 -2.46914 -8.03176  N22 1.457, H71 1.097, H75 1.091, H86 1.091
33 C 2.76866 3.74849 5.49052  S1 1.784, H63 1.088, H89 1.089, H131 1.093
34 C 0.09941 -4.80576 0.04268  N17 1.456, H65 1.100, H116 1.092, H120 1.092
35 C 3.47250 0.82544 2.98569  N18 1.464, C36 1.545, C62 1.585, H119 1.089
36 C 4.57908 0.09205 2.19568  C35 1.545, C58 1.554, H103 1.086, H112 1.093
37 C -2.84341 -2.06830 -2.27724  N24 1.452, H74 1.100, H95 1.092, H129 1.091
38 C -2.47632 -6.88718 -2.45229  N23 1.477, H100 1.091, H133 1.097, H134 1.094
39 C 5.11915 8.08870 3.57130  O7 1.409, C42 1.391, C45 1.392
40 C 2.92896 7.91098 2.19256  N19 1.470, C45 1.517, H84 1.098, H132 1.093
41 C 2.40054 6.14251 0.61312  N19 1.468, C29 1.548, H96 1.097, H114 1.093
42 C 6.08132 8.84560 4.23160  C39 1.391, C54 1.386, H97 1.081
43 C 2.21113 0.76174 0.71641  C27 1.527, C62 1.538, H90 1.091, H110 1.094
44 C 5.43918 -2.15483 7.52620  N26 1.377, C50 1.360, H92 1.079
45 C 4.00322 8.65620 2.96241  C39 1.392, C40 1.517, C60 1.401
46 C -4.63693 -3.57982 -1.86445  N24 1.463, H67 1.092, H85 1.096, H91 1.093
47 C -8.63413 -5.03658 -8.04725  N25 1.444, H73 1.092, H98 1.101, H106 1.087
48 C 4.01344 3.24709 1.78504  N16 1.503, C55 1.555, H76 1.086, H93 1.089
49 C 1.74984 3.68725 1.01423  N16 1.504, C29 1.543, H125 1.090, H130 1.088
50 C 5.70466 -2.61102 6.27330  N21 1.399, C44 1.360, H83 1.071
51 C 4.80581 10.82557 3.70528  C54 1.385, C60 1.384, H127 1.082
52 C 7.64106 -2.14500 4.79267  S2 1.617, S3 1.802, N21 1.389
53 C -9.80490 -2.04925 -6.79198  N20 1.450, H77 1.088, H78 1.094, H79 1.094
54 C 5.91588 10.22152 4.27289  C42 1.386, C51 1.385, H135 1.083
55 C 4.72925 2.94237 3.13131  N18 1.468, C48 1.555, H87 1.094, H108 1.088
56 C -9.78064 -2.56927 -4.46484  N20 1.476, H64 1.094, H117 1.091, H124 1.098
57 C -8.37514 -6.17110 -5.96221  N25 1.456, H69 1.101, H121 1.092, H128 1.091
58 C 5.45415 -0.69700 3.20937  C36 1.554, C59 1.538, H101 1.094, H109 1.088
59 C 6.16957 -1.81685 2.43479  S3 1.814, C58 1.538, H68 1.094, H113 1.090
60 C 3.86017 10.04577 3.06309  C45 1.401, C51 1.384, H104 1.084
61 C -1.92484 -5.07210 -3.90129  N23 1.452, H80 1.088, H111 1.093, H126 1.094
62 C 2.33019 1.45486 2.08445  P5 1.881, N16 1.484, C35 1.585, C43 1.538
63 H 3.51664 4.53171 5.38624  C33 1.088
64 H -9.54249 -3.33668 -3.72216  C56 1.094
65 H 0.50511 -5.70045 -0.45277  C34 1.100
66 H 0.37926 -0.80995 3.26631  O15 0.969
67 H -5.21691 -3.21858 -2.71628  C46 1.092
68 H 6.96433 -1.35042 1.84442  C59 1.094
69 H -9.43037 -6.14085 -5.65112  C57 1.101
70 H 0.51646 5.39589 1.34661  C29 1.091
71 H -5.77668 -3.29224 -8.03988  C32 1.097
72 H -5.23410 -1.75246 -5.83096  C28 1.096
73 H -8.43863 -6.00340 -8.51601  C47 1.092
74 H -2.60289 -1.59741 -1.31260  C37 1.100
75 H -7.26362 -2.65791 -8.78984  C32 1.091
76 H 4.40873 2.57552 1.02807  C48 1.086
77 H -9.60825 -2.38340 -7.80844  C53 1.088
78 H -10.89164 -1.96856 -6.69827  C53 1.094
79 H -9.37638 -1.05113 -6.66299  C53 1.094
80 H -1.37060 -4.14595 -4.04202  C61 1.088
81 H -1.05345 0.52358 1.84840  O12 0.968
82 H 1.81802 5.25406 2.52573  C29 1.092
83 H 5.13398 -3.27384 5.65598  C50 1.071
84 H 2.57356 8.60333 1.41847  C40 1.098
85 H -4.93105 -3.02011 -0.96952  C46 1.096
86 H -5.99416 -1.56242 -8.36428  C32 1.091
87 H 5.76218 2.70817 2.85781  C55 1.094
88 H 1.03224 -2.83643 -1.28603  C30 1.092
89 H 2.36683 3.77248 6.50218  C33 1.089
90 H 3.14854 0.74420 0.15847  C43 1.091
91 H -4.91899 -4.62408 -1.70871  C46 1.093
92 H 4.56584 -2.46345 8.08024  C44 1.079
93 H 4.13550 4.30024 1.53633  C48 1.089
94 H 4.23282 6.97229 0.91728  N19 1.013
95 H -1.99789 -1.94114 -2.95697  C37 1.092
96 H 1.75099 6.89132 0.14346  C41 1.097
97 H 6.93533 8.37921 4.70167  C42 1.081
98 H -9.72672 -4.90523 -8.00553  C47 1.101
99 H 8.18178 -0.62159 7.02969  C31 1.076
100 H -2.03524 -7.57493 -3.17460  C38 1.091
101 H 4.79568 -1.18320 3.93545  C58 1.094
102 H 5.00509 6.39873 4.41440  O7 0.963
103 H 4.19943 -0.64699 1.49655  C36 1.086
104 H 2.97829 10.48937 2.61426  C60 1.084
105 H 0.69237 -0.87275 1.13594  C27 1.108
106 H -8.22259 -4.29653 -8.72819  C47 1.087
107 H 2.36480 3.36672 2.91974  N16 1.026
108 H 4.77958 3.86095 3.71210  C55 1.088
109 H 6.16997 -0.05049 3.71241  C58 1.088
110 H 1.47762 1.24150 0.06203  C43 1.094
111 H -2.95136 -4.92136 -4.24623  C61 1.093
112 H 5.26246 0.76822 1.67540  C36 1.093
113 H 5.50183 -2.32684 1.74022  C59 1.090
114 H 2.93528 5.62191 -0.18475  C41 1.093
115 H -6.22392 -0.38102 -6.38773  C28 1.093
116 H -0.53364 -5.13590 0.86881  C34 1.092
117 H -10.86028 -2.41654 -4.43697  C56 1.091
118 H -6.66352 -1.24841 -4.92257  C28 1.094
119 H 3.01206 0.03547 3.57796  C35 1.089
120 H 0.92707 -4.24347 0.48111  C34 1.092
121 H -7.75977 -6.23889 -5.06275  C57 1.092
122 H -0.27235 -2.54436 -2.39016  C30 1.088
123 H 0.68736 -4.03083 -2.53902  C30 1.101
124 H -9.28709 -1.63817 -4.15668  C56 1.098
125 H 2.31115 3.68180 0.08028  C49 1.090
126 H -1.45261 -5.81630 -4.54894  C61 1.094
127 H 4.66180 11.89698 3.74705  C51 1.082
128 H -8.20386 -7.08546 -6.53210  C57 1.091
129 H -3.65908 -1.50740 -2.73628  C37 1.091
130 H 0.77293 3.24976 0.81990  C49 1.088
131 H 1.92588 3.94120 4.82134  C33 1.093
132 H 2.11093 7.59653 2.84651  C40 1.093
133 H -3.55690 -6.83520 -2.63240  C38 1.097
134 H -2.32169 -7.31728 -1.45814  C38 1.094
135 H 6.67823 10.81479 4.76349  C54 1.083

molar mass = 993.2 u
LUMO = -2.8 eV
total charge = +1
E_HOMO = -9.530 eV
strongest force on any atom = 6.38 eV/A

***

# 3
Below is a cluster of 2 separate species, C3F4 in total in a non-equilibrium geometry, with properties calculated with ωB97M-V/def2-TZVPD.

Each atom is followed by the atoms it is bonded to, with distances in Å.
Element x y z (Å)
1 F 1.38837 -0.78831 0.80211  C6 1.296
2 F 1.21132 1.05802 1.59970  C6 1.263
3 F 1.11500 0.78341 -0.63728  C5 1.659, C6 1.443
4 F -2.21008 -1.33614 -0.77015  C7 1.221
5 C -0.44734 0.69250 -0.08611  F3 1.659, C6 1.462
6 C 0.74280 0.32943 0.68100  F1 1.296, F2 1.263, F3 1.443, C5 1.462
7 C -1.10370 -1.00225 -1.16505  F4 1.221

molar mass = 112.0 u
energy above the lowest of the compared OMol25 structures with the same formula, charge and spin = 620.9 kJ/mol
LUMO = -0.5 eV
E_HOMO = -8.461 eV
strongest force on any atom = 4.58 eV/A